(1)
The following is a quantum chemistry calculation of a cluster of 8 separate species, C46H116N8O15 in total, from the OMol25 dataset.

Its calculated total energy is -92196.655 eV. Its structure (SMILES) is COC[C@H](C)N.COCCNCCOC.COCCNCCOC.COCCNCCOC.COCCNCCOC.COCCNCCOC.COCCNCCOC.COCCNCCOC. The value obtained for the LUMO energy is 0.011 Ha. As for the molar mass: 1021.48 g mol⁻¹. The energy above the lowest of the compared OMol25 structures with the same formula, charge and spin comes out at 807.5 kJ/mol.

CARTESIAN COORDINATES (ANGSTROEM)
H -2.076 -2.486 -6.418
H -9.604 0.712 -2.056
O 4.154 0.597 6.560
H 4.067 -8.987 7.687
H 2.707 -0.529 7.599
H -2.794 -10.370 4.448
H -11.069 4.333 -0.811
H 12.296 2.907 6.955
C -5.907 -0.550 -12.239
H -5.692 -1.019 -13.199
C -2.710 -2.410 -7.301
H -7.544 6.946 -2.846
H -1.895 -4.053 0.792
H -1.124 -1.424 -8.224
N -10.170 3.893 -0.944
H -4.535 7.265 5.199
H 7.766 -5.282 -11.400
H -1.352 -3.638 -0.865
C -4.326 3.253 7.557
H -2.714 -3.388 -7.783
O 2.359 -8.650 6.669
H -3.792 0.522 7.013
C -5.024 -2.983 -6.787
H -1.861 6.495 -0.028
C 1.066 5.039 -0.479
H 0.668 4.027 -0.409
C 11.671 2.809 6.067
H 4.526 -2.818 -8.498
H -5.863 1.245 -2.516
H 7.648 0.626 8.312
O -7.877 1.787 -2.314
C 3.191 -0.596 -5.417
N 0.248 -3.619 2.094
H -10.389 3.098 -2.827
O -0.167 -0.556 1.318
H 6.036 3.873 2.100
H -6.827 0.103 -1.555
C 3.754 6.640 -0.380
H -2.139 -2.231 -10.388
H 7.605 -3.897 -12.540
H 0.678 -2.706 0.298
H 5.205 -0.404 -8.235
C -0.797 -9.748 3.700
C 5.312 -2.322 -7.929
H 7.078 5.103 2.599
H 3.076 1.066 8.212
H -2.015 -0.320 -7.430
H -3.137 -13.154 4.901
H -6.403 1.440 -0.833
C -3.156 -1.864 -10.248
C 0.164 -0.194 2.579
H -5.765 4.854 6.801
H -3.027 9.212 5.068
H -5.042 -3.510 -7.741
C 7.835 -4.201 -11.519
H 2.333 -1.184 -5.093
H 11.960 3.651 5.437
H 9.614 2.130 8.329
N 7.865 0.250 7.400
H 3.869 -0.200 -4.661
C 4.836 -1.904 -6.502
H 6.266 -1.015 7.461
H 2.416 -10.369 4.749
N 0.556 -10.204 3.681
C -3.397 1.342 6.414
H -2.100 9.639 6.509
H 3.194 7.033 0.468
H -2.483 1.071 5.886
H 1.974 -7.861 4.809
C 7.030 -2.126 -10.609
H -5.784 3.307 5.950
C -1.048 -4.030 0.106
C -9.221 4.844 -1.513
O -1.608 -11.992 4.136
H 1.733 4.795 -2.510
C 4.633 5.443 0.137
H -1.187 5.028 0.791
H -6.689 7.367 -1.276
H -0.606 0.235 3.221
H 11.802 1.862 5.545
H 7.954 -1.853 -10.099
C -10.234 2.721 -1.816
N -4.106 4.602 5.617
H 4.410 -8.653 6.080
H 8.547 1.152 5.723
C 5.862 -1.273 -10.036
C -5.145 4.021 6.469
O 6.849 -3.572 -10.748
H -4.631 -3.633 -6.005
H 0.953 0.540 2.418
H -1.489 -10.335 5.668
H 0.478 -11.147 3.327
C -6.711 1.149 -1.838
H 0.516 -8.194 5.540
H 7.694 2.218 6.836
C -3.343 5.764 6.147
H -7.684 8.522 -2.089
C -0.229 -3.008 0.823
H -3.727 -2.678 -9.800
C -3.871 -1.441 -11.545
O 10.303 2.841 6.394
H -5.169 6.814 6.635
N -3.011 -0.823 -9.228
H -4.811 2.460 8.126
H 3.498 6.633 -2.273
N 2.897 6.363 -1.507
C 6.572 -0.180 6.831
C -4.191 7.034 6.207
H -2.530 6.010 5.463
C -9.103 1.587 -1.642
O -5.254 -1.275 -11.186
H -0.752 -8.747 4.130
H -3.910 -0.842 -8.769
C -0.967 6.002 0.353
C -7.589 7.456 -1.884
H 2.744 4.330 -1.292
C 1.534 -8.581 5.499
H -5.517 0.462 -12.133
C -2.568 8.813 5.973
N 5.830 -1.135 -8.543
H 10.440 0.948 7.235
H 7.097 4.840 0.973
H -1.711 -1.684 1.998
O -8.729 7.134 -1.060
O -3.425 8.031 6.882
H 4.901 -1.673 -10.363
H -2.871 5.422 7.067
C 8.451 1.437 6.771
H 3.792 -10.240 6.595
H 7.221 -1.747 -11.613
C -1.014 -1.661 1.160
C 3.663 -9.161 6.689
H -9.863 5.349 -2.235
H -3.229 -0.639 -11.909
H -1.515 -13.686 5.383
H -0.671 -5.049 0.024
C 3.509 0.201 7.709
C -1.752 -10.618 4.649
C 9.798 1.827 7.298
C 5.492 0.961 6.760
H -9.456 6.003 0.406
H -8.880 1.629 -0.576
C -2.176 -1.173 -8.090
H -11.243 2.348 -1.640
O -3.141 2.556 7.130
H 1.076 -10.669 5.807
H 4.423 7.484 -0.551
H -6.076 -2.709 -6.698
H 8.785 -3.923 -11.063
H 4.693 -2.764 -5.848
H 4.082 4.517 0.300
H -8.466 4.379 -2.146
C -8.771 5.840 -0.426
O -3.986 -1.957 -6.842
H 0.585 -4.555 1.923
H -4.177 1.495 5.669
H -3.788 -2.225 -12.299
C 2.107 5.174 -1.558
H -1.711 8.215 5.665
H -2.158 -12.362 6.098
H 0.949 -3.012 2.494
H -1.503 -1.398 0.222
H -6.920 -0.598 -11.838
H -7.822 5.529 0.012
O 5.217 5.648 1.419
H 1.575 5.242 0.463
O -0.023 5.885 -0.695
H 6.223 -2.908 -7.807
H 5.412 5.300 -0.612
H 0.612 -1.008 3.150
H -0.486 6.639 1.096
O 3.638 -1.023 -6.658
H 5.728 1.657 5.955
H 2.783 0.359 -5.749
C 1.386 -10.074 4.948
H 4.114 -0.129 8.553
H 5.487 1.578 7.658
H 5.641 -1.377 -5.989
H 5.944 -0.230 -10.342
H -1.188 -9.684 2.684
H 6.634 -0.668 5.858
H -3.952 3.874 8.371
C -2.120 -12.821 5.110
C 6.382 4.860 1.796
H -3.390 3.892 5.567



(2)
The following is a quantum chemistry calculation of a cluster of 9 separate species, C46H119N9O14 in total, from the OMol25 dataset.

Its calculated total energy is -91690.399 eV. Its structure (SMILES) is COC[C@H](C)N.COC[C@H](C)N.COC[C@H](C)N.COC[C@H](C)N.COCCNCCOC.COCCNCCOC.COCCNCCOC.COCCNCCOC.COCCNCCOC. The value obtained for the LUMO energy is 0.011 Ha. As for the molar mass: 1022.51 g mol⁻¹. The energy above the lowest of the compared OMol25 structures with the same formula, charge and spin comes out at 893.0 kJ/mol.

CARTESIAN COORDINATES (ANGSTROEM)
H -9.164 -5.390 -5.726
H 6.688 5.365 -1.572
H 2.401 0.896 -0.051
H 10.291 7.425 3.156
H -6.964 -2.218 -6.683
H 8.527 -3.355 0.982
C 8.042 -3.981 0.234
H -4.783 -5.790 -2.767
H 8.841 3.109 1.958
C 10.699 6.781 5.685
C -7.160 -1.197 -7.013
O 6.366 4.145 0.032
H -2.642 -1.295 3.428
H -1.654 6.648 -4.802
N -9.072 5.109 -0.406
H 6.373 3.616 -1.972
H -8.712 -0.505 -6.042
C -8.883 -4.571 -3.822
H -6.208 0.690 -2.830
O -0.153 -8.040 3.243
C 10.274 -4.437 -2.506
N 9.986 -3.946 -1.206
H 0.206 5.070 0.267
O -2.560 0.780 3.373
H 7.738 2.543 0.024
H -0.463 -8.127 1.277
N -1.944 6.477 -3.850
C 6.188 -3.914 1.749
H 10.395 7.827 5.655
O -6.980 -0.199 -4.651
H 9.729 5.066 0.916
H -8.867 -0.381 -7.627
N -1.730 -0.171 0.467
C -6.765 -1.036 -8.485
H 12.034 -5.307 -3.457
H 0.161 -5.723 7.320
H 0.158 -7.802 6.508
H -4.182 -4.754 -6.054
H -5.755 -1.382 -8.705
H -1.133 0.390 1.058
H 7.415 4.014 2.290
C 2.211 0.714 1.007
H -6.815 -6.201 -3.915
H 1.462 6.396 4.498
C -6.526 -0.085 -6.074
H -1.694 3.360 -4.837
H 5.070 4.771 -1.500
H 2.079 1.615 1.606
N -8.588 -1.023 -6.900
H -1.299 -7.636 7.463
H -6.419 4.931 -0.514
H 1.521 -4.589 5.950
C -0.842 -7.368 6.511
H 8.410 -2.512 -1.423
C -0.294 -9.208 4.038
H 5.105 8.337 5.271
H -1.895 4.844 -5.631
H -1.107 -2.118 -0.287
C -1.899 5.062 -3.491
C -4.623 -5.375 -5.273
H -10.466 -5.623 -4.621
H -9.295 -8.954 -4.985
H 6.120 -4.992 1.900
H 5.013 6.646 5.230
C 0.670 -4.316 5.326
H -2.788 -1.905 1.218
O -4.541 -4.440 -4.262
H 8.023 -4.111 -1.965
C -0.763 -1.096 -0.130
O 1.107 8.836 4.494
C 0.967 9.973 5.400
N -7.449 -4.295 -3.880
C 0.613 -1.006 0.542
O 6.723 -3.491 0.497
C 14.025 -3.844 -2.472
H 6.761 -3.538 2.597
C 10.671 6.404 3.208
C -0.262 5.987 -0.092
H -1.521 -5.334 6.899
H -4.155 -6.340 -5.076
H -2.011 -8.305 2.165
H -7.039 -5.523 -2.267
O -10.347 2.379 0.521
H 0.565 -1.617 1.444
H -2.319 2.069 1.746
O -8.975 -6.995 -4.307
H -9.516 0.540 -0.129
C 9.698 5.261 3.016
H -6.719 0.917 -6.457
H -1.102 -6.747 2.208
H -9.097 3.661 1.731
C 2.507 8.731 4.123
H 11.406 6.608 6.496
C 11.791 -4.601 -2.663
H -9.371 -3.714 -4.287
H 9.836 -5.435 -2.535
O 12.685 -3.460 -2.768
C -6.145 0.729 -3.918
N 9.087 5.192 1.686
H -11.222 0.880 -0.327
H -1.372 7.055 -3.250
H -7.294 -3.298 -3.846
H 14.599 -2.918 -2.465
H 8.441 4.024 -0.582
C 6.107 4.470 -1.349
H 0.919 -3.884 4.357
H 2.828 6.194 3.519
H 3.166 9.599 4.096
C -2.051 1.961 2.797
O -0.316 -5.339 5.336
H 8.335 -4.994 0.509
H -2.896 4.786 -3.149
O -1.345 5.871 -1.115
C -1.399 4.407 -4.764
C -0.632 -5.883 6.590
H -8.515 3.336 -1.138
C -2.185 -0.547 2.780
C -1.028 -7.834 2.161
C -9.059 2.979 0.882
H 2.719 7.589 5.900
H -2.476 -9.418 4.310
H 5.248 -3.393 1.932
C 8.569 -3.566 -1.196
H 0.157 -3.491 5.820
H -9.179 -4.730 -2.785
H -9.145 5.616 0.464
H 2.409 8.531 3.056
H -6.821 4.705 1.087
C -5.223 -4.854 -3.113
H 9.759 6.234 5.767
H -10.739 -8.025 -4.476
H 3.045 0.147 1.420
H -6.708 0.029 -8.713
H -8.446 2.197 1.332
H 12.008 -5.135 -1.737
H 0.596 6.577 -0.416
H -10.010 4.990 -0.763
H -5.464 -0.327 -6.132
H 0.986 10.908 4.840
H 8.863 5.358 3.710
H -0.334 4.478 -4.982
H -6.196 3.346 0.339
C -10.229 1.326 -0.378
H -5.661 -5.574 -5.540
H -0.523 6.323 0.912
H -2.530 2.749 3.380
C -6.868 4.179 0.134
C -8.364 3.822 -0.174
H 0.080 9.999 6.033
H 10.243 4.334 3.197
H 9.940 -3.838 -3.353
H -1.392 -7.276 4.601
H -0.264 -10.131 3.459
C -1.051 4.915 -2.234
O 0.931 0.295 1.089
H -0.979 2.008 2.984
H -1.123 -0.784 2.844
H 1.806 9.921 6.094
C 7.747 3.625 0.157
C -6.701 -5.320 -3.284
C -9.776 -7.975 -4.984
C -2.672 -0.835 1.388
H 10.544 -3.105 -1.155
C 8.268 3.969 1.612
H 11.456 6.546 2.465
C 4.568 7.530 4.772
H 14.059 -4.361 -1.513
H 14.605 -4.376 -3.226
H -3.694 -0.460 1.337
H 1.478 -1.387 -0.001
H -1.583 -9.775 5.811
H -5.108 0.392 -3.906
H -7.462 -1.475 -9.199
O 11.339 6.360 4.473
H -1.286 3.909 -1.887
H -6.139 1.795 -4.148
H 0.539 -9.239 4.741
N -1.745 -7.758 5.415
C -9.378 -5.638 -4.686
H 0.007 4.866 -2.488
H -10.115 1.600 -1.427
C -1.618 -9.144 4.923
N 2.466 6.300 4.456
H -5.066 -4.110 -2.332
H 4.881 7.547 3.728
H -9.774 -7.790 -6.058
C 3.101 7.548 4.880
H -0.631 -0.730 -1.148



Calculated orbital gap in order - 0.3215, 0.3136 Ha